(1)
The following is a DFT calculation (ωB97M-V with the def2-TZVPD basis set) of a cluster of 7 separate species, C24H36ClO16 in total.

Results
HOMO energy (spin up / spin down) ... -0.378 / -0.378 hartree
Expectation value of S² ... 0.7667
Orbital gap (spin up / spin down) ... 9.815 / 3.177 eV
Lowest unoccupied orbital energy (spin up / spin down) ... -0.01779 / -0.26149 Ha

ORCA input file:
```
! wB97M-V def2-TZVPD RIJCOSX def2/J DEFGRID3
* xyz 0 2
O -2.708 5.555 0.868
C -0.662 -4.814 -1.000
H 6.483 -0.969 2.463
H -0.171 2.835 -3.553
O 1.940 5.090 -4.320
H 3.842 0.136 -0.081
C 1.679 3.705 -4.219
C -3.131 -0.388 0.894
C 1.603 -2.600 1.270
H -0.806 5.381 -2.605
C -1.299 -5.835 -1.950
H 0.426 -4.876 -0.977
H 0.733 3.442 -2.248
H -1.646 2.519 0.470
H 4.973 -1.587 1.810
O 0.613 0.289 -3.442
H 2.447 3.046 -3.813
C -1.614 4.711 0.424
C 1.061 -2.464 3.497
H -2.759 0.927 2.647
O 7.285 -1.654 -0.110
H -0.512 -2.349 0.770
O -0.957 -4.916 1.438
H 0.238 -0.847 1.182
C -0.994 -5.456 0.337
C 4.739 0.700 0.175
H 4.082 0.473 2.145
H -4.863 0.898 0.302
H -2.694 3.230 2.552
O -4.910 -0.641 4.051
H -2.129 -7.725 -1.470
H -2.312 -5.557 -2.242
C 0.258 -1.913 1.406
H 5.647 1.290 1.996
O -0.897 0.619 -1.707
C -4.523 -0.359 2.886
H -1.087 -3.810 -1.008
H -2.732 -1.347 0.562
C 5.737 -0.819 1.682
O -0.017 -2.149 2.781
C 0.869 5.883 -3.932
C 5.012 0.510 1.577
H 2.962 -3.328 2.764
H -1.228 4.980 -0.559
O 1.041 -2.652 4.711
C -1.254 -7.140 -1.188
H -1.046 4.883 -4.298
C -3.196 3.422 1.604
C 6.381 -0.916 0.300
H 4.617 1.732 -0.154
O 0.101 -1.501 -2.021
H -0.613 -5.896 -2.795
C -3.060 -0.099 2.435
H -0.334 -7.683 -1.409
H -4.178 2.956 1.520
O -1.386 -6.700 0.144
C -4.614 -0.119 0.607
H 1.419 -3.657 1.076
C -0.321 4.966 -3.488
C 2.308 -2.477 2.574
H -2.497 0.276 0.307
H -2.278 -0.590 3.015
C 0.422 3.702 -3.260
O -5.297 -0.377 1.803
H 1.432 3.339 -5.216
O 5.820 -0.053 -0.507
O 0.921 7.112 -3.995
C -2.332 3.357 0.350
Cl 0.329 -0.059 -2.092
H 2.199 -2.161 0.470
H 2.821 -1.523 2.689
C -3.538 4.868 1.660
O -4.426 5.431 2.205
H -0.966 4.829 1.292
H -5.039 -0.749 -0.174
H -2.858 3.285 -0.602
O 1.445 0.378 -1.276
*
```

Löwdin atomic charge list, values in e, 4 entries: 0.022 -0.074 0.133 0.087

(2)
The following is a DFT calculation (ωB97M-V with the def2-TZVPD basis set) of the molecule C2H5BrClN3O.

Results
HOMO energy (spin up / spin down) ... -0.269 / -0.325 hartree
Expectation value of S² ... 2.0115
Orbital gap (spin up / spin down) ... 7.623 / 5.455 eV
Lowest unoccupied orbital energy (spin up / spin down) ... 0.01084 / -0.12415 Ha

ORCA input file:
```
! wB97M-V def2-TZVPD RIJCOSX def2/J DEFGRID3
* xyz 0 3
N 0.261 0.248 -0.054
N 2.459 0.128 0.572
H -1.463 0.594 1.753
N 1.730 1.366 -1.327
C 1.416 0.599 -0.263
O -0.019 -0.693 0.939
H 2.714 1.639 -1.333
H -2.015 -0.688 0.625
C -1.323 -0.418 1.407
H 1.118 1.866 -2.040
Cl 3.481 1.495 0.894
H -1.574 -1.189 2.242
Br 3.571 -1.275 -0.262
*
```

Löwdin atomic charge list, values in e, 4 entries: 0.077 -0.729 0.074 0.089

(3)
The following is a DFT calculation (ωB97M-V with the def2-TZVPD basis set) of a structure of composition C6H10N3S.

Results
HOMO energy (spin up / spin down) ... -0.450 / -0.444 hartree
Orbital gap (spin up / spin down) ... 7.921 / 7.547 eV
Lowest unoccupied orbital energy (spin up / spin down) ... -0.15849 / -0.16716 Ha

ORCA input file:
```
! wB97M-V def2-TZVPD RIJCOSX def2/J DEFGRID3
* xyz 1 1
H 2.592 0.167 -0.900
H -2.188 -1.799 0.520
C 0.789 -0.499 -0.231
C -0.123 -1.554 -0.173
N -0.804 2.523 1.348
H 1.891 -3.842 -1.326
H -1.364 -0.301 0.614
C 2.006 -0.660 -0.803
H -0.580 4.289 0.292
N 1.556 -2.940 -1.092
H 0.743 0.839 1.799
C 2.458 -1.921 -1.137
C 0.257 -2.731 -0.776
N -1.259 -1.249 0.426
H -0.346 -3.687 -0.667
H 3.411 -1.941 -1.625
H -1.769 3.312 -0.382
H -2.063 4.140 1.072
S 0.363 1.691 0.734
C -1.361 3.539 0.531
*
```

Löwdin atomic charge list, values in e, 4 entries: 0.083 0.185 -0.121 -0.360